Here is a structure of composition C26H27Cl2N2O2RbS3 at a distorted geometry from the Open Molecules 2025 dataset. Energies are from ωB97M-V/def2-TZVPD.

Properties
Strongest force on any atom: 0.1390 Eh/bohr
Charge: -2
Molecular weight: 652.09 g mol⁻¹
E: -3405.92398 Eh
Frontier orbital gap (spin up / spin down): 3.39 / 3.83 eV

```
63
Properties=species:S:1:pos:R:3:forces:R:3:mulliken_charge:R:1
Rb 0.809633 2.772731 -1.699945 0.30 -0.23 0.04 0.8206
Cl -1.433294 9.673107 1.742404 -1.24 2.80 0.60 -0.3088
C -0.876956 8.209519 1.226993 2.59 -2.92 0.45 0.4775
C 0.192481 7.630563 2.028722 -1.37 0.34 -1.74 -0.6574
C 0.714333 6.388661 1.705178 -1.85 0.65 -0.73 0.1759
Cl 1.811355 5.660284 2.785014 0.69 -0.47 0.29 -0.2431
C 0.096199 5.579783 0.641217 -0.73 0.82 0.37 -0.1023
O 0.315310 4.362953 0.485133 0.41 -0.27 -0.16 -0.6141
C -0.942185 6.274065 -0.134082 0.65 -1.67 -0.56 0.7028
C -1.575757 5.501861 -1.273962 3.18 -0.67 -1.36 -0.2613
O -0.915256 5.245589 -2.307782 -2.14 0.47 2.29 -0.5510
C -1.394328 7.522257 0.136729 -0.38 1.04 0.75 -0.5997
H 0.531196 8.230781 2.872212 0.10 -0.38 -0.12 0.3665
H -2.561732 5.036041 -1.110670 -0.20 0.28 -0.26 0.3037
H -2.190425 7.941175 -0.482589 0.14 0.11 0.29 0.3572
C -0.048147 -4.907684 -3.542191 -0.18 0.92 -0.54 -1.5490
C 1.146202 -4.517121 -2.672540 1.23 0.07 0.00 2.1366
C 1.064471 -5.354830 -1.404954 -0.51 -1.21 0.17 -2.1534
C 2.480408 -4.886459 -3.379953 0.09 -1.72 0.18 -1.5134
C 1.157570 -2.997812 -2.419528 -2.11 -2.20 1.16 0.5515
C 1.127461 -2.199509 -3.542779 0.61 0.09 0.35 -1.0284
C 0.975521 -0.880575 -3.286036 -0.45 3.24 -1.52 -0.6195
N 0.662571 -0.303153 -2.131885 0.71 0.89 -0.88 -0.3220
C 0.563374 -1.074423 -1.051175 -1.41 -1.19 2.50 -0.4006
C 0.761978 -2.505226 -1.206128 0.98 0.65 0.30 -0.0937
C 0.042106 -0.512314 0.215380 0.40 -3.64 -0.88 -0.1615
C -0.500004 -1.447087 1.225591 -0.66 1.56 0.91 -0.1656
C -1.090787 -0.938539 2.387787 0.42 -1.34 -1.58 0.0799
C -0.936988 0.430911 2.617065 0.31 1.52 0.43 -0.9496
C -0.337522 1.221505 1.642463 -0.53 0.03 -0.43 -0.7172
N 0.023191 0.796657 0.410286 0.11 1.93 1.46 -0.1075
C -1.933713 -1.755778 3.364698 -0.95 -0.44 0.14 2.1604
C -3.270419 -0.976812 3.564569 0.24 0.57 1.46 -1.5651
C -2.328004 -3.260662 2.979998 0.25 1.49 -0.89 -1.8985
C -1.222943 -1.875710 4.683133 0.11 -0.22 2.63 -1.5683
H -0.069411 -5.976279 -3.705980 0.12 -0.38 -0.21 0.4630
H -0.061580 -4.370710 -4.523152 0.00 -0.50 0.76 0.3112
H -0.958301 -4.646538 -3.000080 -0.12 0.09 -0.09 0.3757
H 0.813796 -6.434974 -1.652629 0.72 1.06 0.17 0.3778
H 0.261515 -5.068416 -0.736446 -0.40 0.29 -0.07 0.5073
H 1.958085 -5.283076 -0.788168 0.26 -0.20 -0.14 0.3985
H 2.479350 -6.036316 -3.503558 -0.06 1.60 -0.44 0.3765
H 3.337993 -4.760171 -2.669670 -0.60 0.52 -0.79 0.3725
H 2.604867 -4.339920 -4.357400 0.13 -0.72 1.09 0.2588
H 1.188169 -2.662320 -4.484569 0.34 0.11 -1.24 0.5022
H 1.049966 -0.110949 -4.113200 -0.09 -1.06 0.62 0.2168
H 0.755427 -3.185441 -0.358471 -0.12 0.43 -0.06 0.3865
H -0.581784 -2.509932 1.104593 0.10 -0.24 -0.56 0.4098
H -1.288318 0.966781 3.518410 0.28 -0.60 -0.50 0.3350
H -0.250455 2.292109 1.881537 0.13 -0.36 -0.57 0.3725
H -3.839299 -1.007773 2.677935 -0.60 0.05 -1.36 0.4145
H -3.125847 0.121891 3.808800 -0.08 -1.46 -0.12 0.3128
H -3.936629 -1.443012 4.335081 0.75 0.27 -0.29 0.3780
H -2.856488 -3.213373 1.972392 0.45 -0.50 1.37 0.3928
H -2.910726 -3.734147 3.803869 0.02 0.57 -0.72 0.3821
H -1.410157 -3.857743 2.908069 -0.15 0.12 -0.31 0.4188
H -0.538842 -1.100265 5.043531 0.15 0.21 -0.96 0.3393
H -0.687437 -2.833190 4.779468 -0.02 0.30 -0.10 0.3397
H -1.944032 -1.835413 5.534231 0.04 -0.51 -0.54 0.3415
S 6.177399 4.445272 -2.997350 -0.34 0.40 0.17 -0.4300
C 4.863155 3.472721 -3.060921 1.71 -0.58 0.14 0.2481
S 4.504254 1.916041 -2.510860 2.50 -3.31 4.47 -0.3418
S 3.548428 3.110394 -3.973834 -3.94 3.50 -4.82 -0.4414
```
Positions in Å, forces in eV/Å.

=====

Here is a cluster of 9 separate species, C37H45N9 in total at a distorted geometry from the Open Molecules 2025 dataset. Energies are from ωB97M-V/def2-TZVPD.

Properties
SMILES: c1cc[nH]c1.c1cc[nH]c1.c1cc[nH]c1.c1cc[nH]c1.c1cc[nH]c1.c1cc[nH]c1.c1cc[nH]c1.c1cc[nH]c1.c1ccncc1
Strongest force on any atom: 0.1057 Eh/bohr
Molecular weight: 615.83 g mol⁻¹
E: -1929.13720 Eh
Frontier orbital gap: 7.84 eV

```
91
Properties=species:S:1:pos:R:3:forces:R:3:mulliken_charge:R:1
C 3.675301 1.615482 0.353553 -0.42 -0.05 1.05 -0.2941
C 3.426789 0.654637 1.393393 1.90 -0.99 -0.26 -0.1573
C 4.491637 -0.266917 1.324672 -0.87 0.41 0.04 -0.9661
N 5.313649 0.089748 0.302710 -0.64 1.40 -1.29 0.1037
C 4.759777 1.204645 -0.336846 1.73 -0.60 0.39 -1.1851
H 3.025175 2.437298 0.092087 0.65 0.05 0.41 0.9715
H 2.601646 0.555730 2.083151 0.02 0.31 -0.09 0.6274
H 4.677879 -1.210203 1.816550 -0.08 0.27 0.35 0.5054
H 6.178471 -0.296441 -0.048066 -0.40 -0.41 0.45 0.2371
H 5.240128 1.568607 -1.233061 -0.07 0.20 0.15 0.4285
C -5.320235 -0.731369 0.787535 -2.80 3.93 -1.83 -1.4196
C -4.752869 -1.862468 1.190039 0.92 -4.05 1.18 -0.9751
C -3.455673 -1.632821 1.514281 0.03 1.97 1.33 -0.3193
N -3.351107 -0.251444 1.473324 0.70 -0.27 -0.93 1.4785
C -4.450604 0.351009 0.949032 -0.49 -1.68 -0.04 0.0700
H -6.297650 -0.768529 0.329634 -0.18 0.65 0.19 0.3381
H -5.302143 -2.778780 1.348341 0.26 -0.23 -0.42 0.4648
H -2.629969 -2.167431 1.960161 -1.03 -0.15 -0.72 0.6000
H -2.529921 0.269242 1.746512 -0.81 -0.94 -0.41 -1.9678
H -4.464391 1.413691 0.756961 -0.35 -0.25 -0.03 0.4736
C -1.046882 -0.567192 -1.984100 -1.19 -0.06 -1.62 -0.3183
C -0.866889 -1.940275 -1.760327 -1.43 -1.20 -1.29 -0.5495
C -2.031511 -2.428835 -1.182780 0.15 -0.59 -0.81 -1.1745
N -2.955093 -1.429820 -1.160265 1.37 1.42 -0.23 0.1879
C -2.313186 -0.277051 -1.542121 -1.28 -0.10 -1.13 -1.2836
H -0.331592 0.140403 -2.376633 -0.80 -0.38 -0.36 0.9494
H -0.035140 -2.577812 -2.021374 -0.43 0.57 -0.19 1.0222
H -2.213723 -3.433021 -0.829501 -0.27 0.10 -0.12 0.4350
H -3.910718 -1.378307 -0.837412 0.19 -0.51 0.32 0.5756
H -2.858222 0.651883 -1.461961 0.18 0.04 -0.23 0.4700
C -2.012654 -1.641088 4.065733 0.26 2.39 1.28 -1.1709
C -1.285736 -2.497325 3.245331 0.51 -0.38 0.91 -0.8385
C -0.651499 -1.720804 2.308186 -0.28 -1.19 1.04 -0.1803
N -0.935663 -0.409921 2.585541 1.39 -1.36 -0.47 0.5494
C -1.748115 -0.318372 3.654496 -0.40 -1.65 1.48 0.0397
H -2.602413 -1.855521 4.944720 -0.04 -0.23 -0.15 0.4254
H -1.301085 -3.568419 3.382841 0.24 -0.01 -0.43 0.5268
H -0.115542 -2.152787 1.475992 -0.74 0.85 1.09 0.4200
H -0.640489 0.253935 1.883930 0.23 0.46 1.18 -0.1905
H -2.113332 0.629206 4.022065 0.20 -0.36 0.04 0.3853
C -0.908163 2.370285 -3.848516 0.45 0.94 0.65 -0.5628
C -1.757548 3.540310 -3.713855 0.70 -2.58 -1.50 -0.3485
C -1.123539 4.350638 -2.859496 0.15 0.68 2.06 -0.8406
N -0.002878 3.688566 -2.375324 -0.56 4.37 0.58 -0.0380
C 0.204594 2.562794 -2.972606 -2.08 -3.07 -3.97 -0.3280
H -1.175274 1.568319 -4.520755 0.48 -0.21 0.20 0.4523
H -2.674626 3.613354 -4.279569 -0.01 0.47 0.32 0.4349
H -1.525831 5.191754 -2.314438 0.33 0.27 -0.21 0.4007
H 0.641185 4.072727 -1.698777 -0.17 -0.11 -0.17 0.3534
H 1.047998 1.923621 -2.756926 -0.61 0.52 -0.93 0.5623
C 0.922954 -2.519211 0.042267 1.66 -1.24 -0.68 2.1057
C 1.560887 -3.431535 -0.822164 -0.25 -3.42 1.77 -1.1893
C 2.677267 -3.972799 -0.133267 -2.77 -0.97 -1.00 -1.2398
N 2.783656 -3.266038 1.002151 0.96 -0.44 0.57 0.1466
C 1.795093 -2.328619 1.067776 0.75 -0.17 1.90 -1.7124
H 0.011843 -1.957521 -0.101906 1.64 -2.13 -0.46 -0.1784
H 1.213413 -3.883752 -1.739315 0.05 0.29 -0.03 0.3493
H 3.318366 -4.781522 -0.451654 0.01 0.23 0.43 0.5487
H 3.526368 -3.431703 1.666257 -0.28 0.34 0.05 0.3462
H 1.769327 -1.671540 1.924501 -0.02 -0.14 -0.19 0.7710
C 3.788095 -2.441038 -3.641852 -0.21 1.18 3.16 -1.0661
C 3.359624 -1.073901 -3.424605 -0.75 -0.14 0.40 -0.4768
C 3.096007 -0.848189 -2.046181 2.10 -0.68 -3.25 0.2616
N 3.339222 -2.009292 -1.399572 2.68 1.01 -2.64 0.2554
C 3.850425 -2.937982 -2.331318 -0.11 0.31 -0.08 -0.5060
H 4.011037 -2.965284 -4.559382 0.12 0.18 0.16 0.4758
H 3.088063 -0.414891 -4.236000 0.17 0.30 0.14 0.4564
H 2.746441 0.030734 -1.524937 2.30 -1.74 -1.23 -0.5625
H 3.135154 -2.130196 -0.417822 0.99 0.65 -0.53 0.8503
H 4.286211 -3.837389 -1.921982 -0.27 -0.06 -0.50 0.5027
C -2.696484 2.374558 2.422416 0.75 1.98 3.08 0.3228
C -2.399010 3.093402 1.270598 -1.38 0.23 -0.32 -0.6879
C -1.697718 4.198247 1.627270 1.00 1.58 -1.27 -0.8120
N -1.336817 4.144999 2.941086 -1.88 -0.11 0.17 0.0196
C -2.077719 3.134871 3.453377 -0.72 -2.34 0.38 -2.0361
H -3.299291 1.488558 2.556701 0.04 0.87 0.30 1.4671
H -2.612782 2.706513 0.285197 -0.17 0.74 -0.15 0.8619
H -1.318497 4.968554 0.972112 0.09 0.01 0.12 0.5827
H -1.008452 4.866297 3.567187 0.10 0.16 -0.63 0.2805
H -2.143063 3.042802 4.527467 0.11 -0.32 -0.04 0.4444
C -0.060118 -0.007807 -0.094233 -0.53 3.05 2.00 0.2057
C 1.092622 0.053730 -0.830149 0.10 -0.46 1.64 0.6847
C 1.663474 1.268768 -1.057125 -2.19 0.74 0.58 -0.7369
N 1.084099 2.391852 -0.641299 1.04 1.00 1.04 -0.5113
C -0.035814 2.393686 0.057833 1.17 -0.75 -0.25 -0.0353
C -0.607251 1.202226 0.399735 -0.02 -1.96 -0.66 -0.3815
H -0.496915 -0.953292 0.191514 -0.60 2.03 0.39 -0.1374
H 1.590710 -0.862097 -1.112237 -1.66 0.49 0.15 -0.1986
H 2.526152 1.379899 -1.697308 -0.18 0.63 0.16 0.9677
H -0.515793 3.310571 0.366582 0.98 -0.24 -0.60 -0.1203
H -1.523109 1.120402 0.966222 0.53 0.68 -0.92 0.3012
```
Positions in Å, forces in eV/Å.

=====

Here is the molecule C3H9NS from the Open Molecules 2025 dataset. Energies are from ωB97M-V/def2-TZVPD.

Properties
SMILES: C[C@@H](N)CS
Strongest force on any atom: 0.0091 Eh/bohr
Molecular weight: 91.18 g mol⁻¹
E: -572.64009 Eh
Frontier orbital gap: 10.06 eV

```
14
Properties=species:S:1:pos:R:3:forces:R:3:mulliken_charge:R:1
C 1.066740 1.033360 -0.765686 0.25 -0.15 -0.37 -1.3974
C 0.324853 -0.182401 -0.249617 -0.12 -0.18 -0.04 0.5703
N 0.924083 -0.623309 1.001437 0.09 -0.17 0.21 -0.7237
C -1.141252 0.145748 0.003746 0.06 -0.10 -0.27 -0.8866
S -2.112198 -1.390262 0.171383 0.00 0.00 0.13 -0.2345
H 0.798714 1.246837 -1.805090 -0.18 0.14 0.19 0.3608
H 2.139826 0.841633 -0.775409 0.08 -0.01 0.10 0.3621
H 0.887460 1.894061 -0.129519 -0.05 0.18 0.03 0.3223
H 0.355957 -0.969086 -1.023960 0.02 0.10 0.04 0.2564
H 0.408812 -1.414369 1.377147 -0.04 0.07 -0.05 0.2517
H 1.871189 -0.950169 0.848673 0.01 0.07 -0.02 0.2238
H -1.228016 0.780643 0.882173 -0.05 -0.12 0.13 0.4333
H -1.549773 0.683631 -0.843352 -0.03 0.15 -0.17 0.3234
H -2.746392 -1.096316 1.308073 -0.03 0.03 0.08 0.1382
```
Positions in Å, forces in eV/Å.